No. 1
Here is a 2-piece molecular cluster, C19H41BrNOSi overall from OMol25. Energies are from the ωB97M-V functional and the def2-TZVPD basis.

## Properties
* spin multiplicity: 1
* net charge: -1
* LUMO energy: 2.61 eV
* energy above the lowest of the compared OMol25 structures with the same formula, charge and spin: 0.00 kJ/mol

Bonds (Å) are listed after each position.
Element x y z (Å)
1 C 1.80 4.44 0.36  C2 1.528, H13 1.092, H14 1.089, H15 1.090
2 C 2.48 4.81 -0.96  C1 1.528, C3 1.547, H16 1.093, H17 1.093
3 C 2.19 3.88 -2.16  C2 1.547, C4 1.530, H18 1.094, H19 1.094
4 C 1.68 2.48 -1.80  C3 1.530, C5 1.533, H20 1.090, H21 1.093
5 C 1.69 1.52 -2.99  C4 1.533, C6 1.532, H22 1.095, H23 1.096
6 C 1.82 0.04 -2.63  C5 1.532, C7 1.550, H24 1.093, H25 1.093
7 C 2.93 -0.30 -1.61  C6 1.550, Si8 1.886, H26 1.093, H27 1.095
8 Si 2.22 -0.94 0.02  C7 1.886, C9 1.904, H28 1.475, H29 1.482
9 C 3.40 -2.17 0.86  Si8 1.904, C10 1.538, H30 1.097, H31 1.092
10 C 3.63 -1.88 2.36  C9 1.538, C11 1.513, H32 1.091, H33 1.091
11 C 4.92 -2.52 2.82  C10 1.513, Br12 1.953, H34 1.087, H35 1.087
12 Br 5.31 -2.17 4.70  C11 1.953
13 H 2.01 5.20 1.11  C1 1.092
14 H 2.16 3.49 0.75  C1 1.089
15 H 0.72 4.37 0.25  C1 1.090
16 H 2.16 5.83 -1.23  C2 1.093
17 H 3.56 4.87 -0.80  C2 1.093
18 H 3.11 3.75 -2.73  C3 1.094
19 H 1.47 4.35 -2.83  C3 1.094
20 H 2.27 2.08 -0.97  C4 1.090
21 H 0.66 2.55 -1.43  C4 1.093
22 H 0.74 1.65 -3.51  C5 1.095
23 H 2.47 1.81 -3.72  C5 1.096
24 H 2.03 -0.52 -3.54  C6 1.093
25 H 0.85 -0.32 -2.28  C6 1.093
26 H 3.59 0.56 -1.43  C7 1.093
27 H 3.57 -1.09 -2.01  C7 1.095
28 H 0.96 -1.64 -0.31  Si8 1.475
29 H 1.94 0.19 0.94  Si8 1.482
30 H 4.37 -2.11 0.34  C9 1.097
31 H 3.01 -3.18 0.73  C9 1.092
32 H 3.66 -0.81 2.55  C10 1.091
33 H 2.80 -2.28 2.94  C10 1.091
34 H 5.78 -2.13 2.27  C11 1.087
35 H 4.90 -3.60 2.71  C11 1.087
36 C -3.60 -1.00 2.85  C37 1.539, H47 1.091, H48 1.097, H49 1.092
37 C -2.93 -1.60 1.60  C36 1.539, C38 1.538, N42 1.477, C46 1.528
38 C -3.95 -2.47 0.85  C37 1.538, C39 1.532, H50 1.092, H51 1.096
39 C -5.04 -1.69 0.10  C38 1.532, C40 1.537, H52 1.094, H53 1.094
40 C -4.54 -0.32 -0.39  C39 1.537, C41 1.531, H54 1.095, H55 1.094
41 C -3.02 -0.22 -0.52  C40 1.531, N42 1.454, C44 1.532, C45 1.545
42 N -2.41 -0.48 0.78  C37 1.477, C41 1.454, O43 1.403
43 O -1.01 -0.42 0.70  N42 1.403
44 C -2.67 1.22 -0.89  C41 1.532, H56 1.092, H57 1.097, H58 1.089
45 C -2.50 -1.12 -1.66  C41 1.545, H59 1.096, H60 1.090, H61 1.091
46 C -1.80 -2.51 2.05  C37 1.528, H62 1.098, H63 1.087, H64 1.090
47 H -2.87 -0.39 3.38  C36 1.091
48 H -3.98 -1.78 3.52  C36 1.097
49 H -4.43 -0.35 2.56  C36 1.092
50 H -3.41 -3.10 0.15  C38 1.092
51 H -4.42 -3.16 1.57  C38 1.096
52 H -5.37 -2.29 -0.75  C39 1.094
53 H -5.92 -1.55 0.73  C39 1.094
54 H -5.00 -0.08 -1.35  C40 1.095
55 H -4.85 0.46 0.31  C40 1.094
56 H -2.95 1.89 -0.07  C44 1.092
57 H -3.20 1.53 -1.80  C44 1.097
58 H -1.59 1.31 -1.05  C44 1.089
59 H -2.95 -0.84 -2.62  C45 1.096
60 H -2.72 -2.18 -1.49  C45 1.090
61 H -1.42 -1.01 -1.72  C45 1.091
62 H -2.22 -3.31 2.68  C46 1.098
63 H -1.06 -1.96 2.62  C46 1.087
64 H -1.29 -2.96 1.20  C46 1.090


No. 2
Here is a 5-piece molecular cluster, C19H41ClO8SSi overall from OMol25. Energies are from the ωB97M-V functional and the def2-TZVPD basis.

## Properties
* spin multiplicity: 1
* net charge: 0
* LUMO energy: 0.53 eV
* structure (SMILES): CC[C@@H](Cl)[SiH2]S.CCOC(C)=O.CCOC(C)=O.CCOC(C)=O.CCOC(C)=O

Bonds (Å) are listed after each position.
Element x y z (Å)
1 C 4.41 5.27 2.63  C2 1.526, H7 1.091, H8 1.092, H9 1.091
2 C 3.82 6.59 3.12  C1 1.526, C3 1.540, H10 1.092, H11 1.091
3 C 2.31 6.76 2.90  C2 1.540, Cl4 1.801, Si5 1.893, H12 1.090
4 Cl 1.98 7.89 1.53  C3 1.801
5 Si 1.30 5.21 2.51  C3 1.893, S6 2.148, H13 1.472, H14 1.473
6 S -0.78 5.76 2.64  Si5 2.148, H15 1.334
7 H 4.18 5.10 1.58  C1 1.091
8 H 5.50 5.30 2.72  C1 1.092
9 H 4.07 4.43 3.23  C1 1.091
10 H 4.02 6.70 4.19  C2 1.092
11 H 4.33 7.41 2.62  C2 1.091
12 H 1.85 7.23 3.77  C3 1.090
13 H 1.59 4.11 3.44  Si5 1.472
14 H 1.55 4.81 1.12  Si5 1.473
15 H -1.08 4.89 3.61  S6 1.334
16 O -0.09 0.93 3.47  C17 1.202
17 C 0.00 0.52 2.35  O16 1.202, O18 1.350, C21 1.507
18 O 0.50 1.34 1.40  C17 1.350, C19 1.434
19 C 0.78 0.90 0.07  O18 1.434, C20 1.511, H22 1.092, H23 1.089
20 C -0.44 0.90 -0.82  C19 1.511, H24 1.091, H25 1.088, H26 1.091
21 C -0.49 -0.85 1.95  C17 1.507, H27 1.090, H28 1.087, H29 1.086
22 H 1.27 -0.08 0.09  C19 1.092
23 H 1.51 1.62 -0.30  C19 1.089
24 H -1.21 0.21 -0.46  C20 1.091
25 H -0.16 0.62 -1.84  C20 1.088
26 H -0.88 1.90 -0.85  C20 1.091
27 H -1.57 -0.82 1.81  C21 1.090
28 H -0.27 -1.55 2.76  C21 1.087
29 H -0.03 -1.25 1.05  C21 1.086
30 O 0.90 1.47 -3.69  C31 1.201
31 C 0.19 1.58 -4.65  O30 1.201, O32 1.348, C35 1.510
32 O -0.96 0.87 -4.67  C31 1.348, C33 1.432
33 C -1.94 1.02 -5.71  O32 1.432, C34 1.514, H36 1.090, H37 1.088
34 C -1.62 0.18 -6.92  C33 1.514, H38 1.090, H39 1.090, H40 1.090
35 C 0.58 2.43 -5.84  C31 1.510, H41 1.090, H42 1.087, H43 1.086
36 H -2.08 2.07 -5.96  C33 1.090
37 H -2.87 0.68 -5.24  C33 1.088
38 H -0.68 0.49 -7.39  C34 1.090
39 H -2.41 0.26 -7.66  C34 1.090
40 H -1.52 -0.87 -6.64  C34 1.090
41 H 1.26 1.84 -6.46  C35 1.090
42 H 1.11 3.30 -5.47  C35 1.087
43 H -0.25 2.76 -6.45  C35 1.086
44 O -3.71 -2.28 0.67  C45 1.201
45 C -3.99 -2.95 1.63  O44 1.201, O46 1.345, C49 1.511
46 O -3.47 -2.63 2.82  C45 1.345, C47 1.431
47 C -3.82 -3.28 4.04  O46 1.431, C48 1.514, H50 1.091, H51 1.088
48 C -3.05 -4.56 4.25  C47 1.514, H52 1.090, H53 1.090, H54 1.090
49 C -4.87 -4.18 1.50  C45 1.511, H55 1.090, H56 1.087, H57 1.086
50 H -4.90 -3.43 4.10  C47 1.091
51 H -3.56 -2.55 4.81  C47 1.088
52 H -3.28 -5.30 3.48  C48 1.090
53 H -3.30 -5.00 5.22  C48 1.090
54 H -1.98 -4.37 4.22  C48 1.090
55 H -4.25 -5.00 1.15  C49 1.090
56 H -5.62 -3.98 0.74  C49 1.087
57 H -5.36 -4.48 2.42  C49 1.086
58 O 1.58 -3.95 1.98  C59 1.199
59 C 1.83 -3.82 0.82  O58 1.199, O60 1.349, C63 1.513
60 O 0.83 -3.96 -0.07  C59 1.349, C61 1.432
61 C 0.98 -3.67 -1.47  O60 1.432, C62 1.514, H64 1.091, H65 1.089
62 C 1.57 -4.84 -2.23  C61 1.514, H66 1.090, H67 1.090, H68 1.090
63 C 3.24 -3.56 0.33  C59 1.513, H69 1.090, H70 1.087, H71 1.087
64 H 1.56 -2.76 -1.61  C61 1.091
65 H -0.03 -3.46 -1.81  C61 1.089
66 H 2.58 -5.08 -1.89  C62 1.090
67 H 1.61 -4.61 -3.30  C62 1.090
68 H 0.95 -5.73 -2.09  C62 1.090
69 H 3.78 -4.51 0.31  C63 1.090
70 H 3.72 -2.91 1.06  C63 1.087
71 H 3.31 -3.10 -0.65  C63 1.087


No. 3
Here is a 4-piece molecular cluster, C19H41NO10 overall from OMol25. Energies are from the ωB97M-V functional and the def2-TZVPD basis.

## Properties
* spin multiplicity: 1
* net charge: 0
* LUMO energy: 0.56 eV
* energy above the lowest of the compared OMol25 structures with the same formula, charge and spin: 0.00 kJ/mol
* structure (SMILES): CCN[C@]1(COCOCCO)OC(=O)O[C@@]1(C[C@@H]1CO1)[C@H](C)CC.CO.CO.CO

Bonds (Å) are listed after each position.
Element x y z (Å)
1 C 1.75 5.62 0.11  C2 1.522, H25 1.089, H26 1.081, H27 1.081
2 C 1.64 4.52 -0.93  C1 1.522, N3 1.455, H28 1.081, H29 1.087
3 N 0.53 3.66 -0.56  C2 1.455, C4 1.427, H30 1.006
4 C 0.52 2.35 -1.12  N3 1.427, C5 1.548, O12 1.463, C16 1.591
5 C 1.47 1.37 -0.40  C4 1.548, O6 1.423, H31 1.081, H32 1.083
6 O 1.78 1.82 0.92  C5 1.423, C7 1.384
7 C 1.80 0.78 1.84  O6 1.384, O8 1.412, H33 1.089, H34 1.086
8 O 2.95 0.00 1.62  C7 1.412, C9 1.407
9 C 3.35 -0.76 2.74  O8 1.407, C10 1.498, H35 1.090, H36 1.087
10 C 2.60 -2.05 2.82  C9 1.498, O11 1.426, H37 1.088, H38 1.089
11 O 1.21 -1.79 3.00  C10 1.426, H39 0.962
12 O 1.10 2.47 -2.45  C4 1.463, C13 1.346
13 C 0.64 1.46 -3.21  O12 1.346, O14 1.223, O15 1.367
14 O 1.04 1.15 -4.33  C13 1.223
15 O -0.35 0.82 -2.52  C13 1.367, C16 1.428
16 C -0.88 1.75 -1.58  C4 1.591, O15 1.428, C17 1.520, C21 1.526
17 C -1.63 2.91 -2.23  C16 1.520, C18 1.532, H40 1.080, H41 1.078
18 C -3.03 2.52 -2.72  C17 1.532, C19 1.466, O20 1.366, H42 1.072
19 C -3.18 1.25 -3.43  C18 1.466, O20 1.472, H43 1.071, H44 1.075
20 O -3.22 2.57 -4.07  C18 1.366, C19 1.472
21 C -1.69 1.07 -0.48  C16 1.526, C22 1.528, C23 1.530, H45 1.084
22 C -1.57 1.83 0.84  C21 1.528, H46 1.085, H47 1.082, H48 1.081
23 C -1.38 -0.41 -0.28  C21 1.530, C24 1.557, H49 1.078, H50 1.080
24 C -2.54 -1.11 0.49  C23 1.557, H51 1.082, H52 1.081, H53 1.081
25 H 1.88 5.15 1.08  C1 1.089
26 H 2.62 6.24 -0.05  C1 1.081
27 H 0.84 6.21 0.15  C1 1.081
28 H 1.46 5.00 -1.88  C2 1.081
29 H 2.60 4.01 -0.96  C2 1.087
30 H 0.42 3.63 0.44  N3 1.006
31 H 1.11 0.35 -0.39  C5 1.081
32 H 2.40 1.36 -0.95  C5 1.083
33 H 0.91 0.16 1.73  C7 1.089
34 H 1.80 1.20 2.84  C7 1.086
35 H 3.25 -0.21 3.67  C9 1.090
36 H 4.40 -1.00 2.61  C9 1.087
37 H 2.97 -2.65 3.65  C10 1.088
38 H 2.76 -2.62 1.90  C10 1.089
39 H 0.86 -2.56 3.47  O11 0.962
40 H -1.16 3.28 -3.13  C17 1.080
41 H -1.83 3.69 -1.51  C17 1.078
42 H -3.85 2.81 -2.09  C18 1.072
43 H -2.33 0.75 -3.85  C19 1.071
44 H -4.16 0.85 -3.61  C19 1.075
45 H -2.75 1.11 -0.73  C21 1.084
46 H -2.00 2.82 0.72  C22 1.085
47 H -2.16 1.33 1.60  C22 1.082
48 H -0.55 1.87 1.20  C22 1.081
49 H -1.30 -0.94 -1.22  C23 1.078
50 H -0.49 -0.58 0.31  C23 1.080
51 H -2.12 -1.77 1.24  C24 1.082
52 H -3.07 -1.76 -0.19  C24 1.081
53 H -3.23 -0.41 0.93  C24 1.081
54 C 0.27 -3.45 0.41  O55 1.428, H56 1.087, H57 1.093, H58 1.091
55 O -1.11 -3.72 0.18  C54 1.428, H59 0.960
56 H 0.40 -2.37 0.42  C54 1.087
57 H 0.58 -3.86 1.37  C54 1.093
58 H 0.88 -3.87 -0.39  C54 1.091
59 H -1.22 -4.67 0.16  O55 0.960
60 C 1.69 -5.00 -3.10  O61 1.427, H62 1.087, H63 1.093, H64 1.092
61 O 0.87 -5.61 -2.11  C60 1.427, H65 0.959
62 H 1.31 -3.99 -3.27  C60 1.087
63 H 2.73 -4.93 -2.76  C60 1.093
64 H 1.65 -5.55 -4.04  C60 1.092
65 H 1.21 -6.50 -1.96  O61 0.959
66 C -2.10 -2.90 4.31  O67 1.426, H68 1.087, H69 1.093, H70 1.092
67 O -1.01 -3.31 3.49  C66 1.426, H71 0.964
68 H -1.93 -3.30 5.31  C66 1.087
69 H -2.16 -1.81 4.37  C66 1.093
70 H -3.05 -3.29 3.93  C66 1.092
71 H -1.17 -2.96 2.61  O67 0.964


In order of appearance, strongest force on any atom = 0.582; 0.383; 2.924 eV/A.
In order of appearance, molecular weight = 407.5; 493.1; 443.5 g mol⁻¹.
In order of appearance, energy = -3741.99273; -2498.36965; -1555.57182 Eh.